Below is 15 unconnected molecules or ions with the total composition C34H91N6O20S2 at a distorted geometry, with properties calculated with ωB97M-V/def2-TZVPD.

Properties
- Largest force on an atom: 8.353 eV Å⁻¹
- Kohn-Sham gap: 5.52 eV
- LUMO: -4.8 eV
- DFT total energy: -108264.798 eV

Structure (ORCA input):
```
! RIJCOSX wB97M-V def2-TZVPD def2/J DEFGRID3
* xyz 1 1
C 0.56 -5.20 3.44
C 0.18 -3.76 2.73
O -0.65 -2.94 3.39
O 0.75 -3.50 1.40
C 1.39 -2.17 1.32
C 1.01 -1.54 -0.17
N 0.48 -0.11 -0.10
C -1.02 -0.24 -0.43
N -1.75 -0.82 0.57
N -1.38 0.24 -1.82
C -1.99 1.62 -1.96
C -2.94 2.09 -0.71
C -2.04 2.95 0.36
N -1.55 4.37 0.20
O -1.70 2.32 1.51
C 0.00 0.18 -2.52
S 0.17 0.92 -4.23
C -1.28 0.50 -5.35
O 1.43 0.26 -4.90
O 0.49 2.45 -4.16
C 0.94 0.77 -1.28
C 2.54 0.99 -1.53
C 3.11 2.48 -1.16
C 2.78 2.94 0.41
C 3.30 1.85 1.52
C 2.73 2.07 3.04
C 1.11 2.46 3.09
C 0.51 2.53 4.63
S -0.63 3.98 4.96
C -2.42 3.58 4.53
N -3.52 4.66 4.42
N -4.73 4.03 4.03
C -4.44 2.53 3.91
O -3.03 2.25 4.24
H 0.93 -6.02 2.65
H -0.38 -5.64 3.98
H 1.42 -5.10 4.24
H 2.57 -2.38 1.36
H 1.15 -1.46 2.21
H 1.98 -1.66 -0.83
H 0.17 -2.17 -0.73
H -2.04 -1.84 0.41
H -1.98 -0.41 1.50
H -2.69 1.58 -2.92
H -1.22 2.48 -2.17
H -3.46 1.23 -0.12
H -3.78 2.84 -1.10
H -1.68 4.88 1.12
H -0.49 4.34 0.10
H 0.07 -0.99 -2.73
H -1.15 -0.65 -5.64
H -1.20 1.21 -6.28
H -2.33 0.59 -4.84
H 0.59 1.83 -0.92
H 3.17 0.18 -0.92
H 2.74 0.72 -2.67
H 2.74 3.29 -1.94
H 4.28 2.43 -1.27
H 3.37 3.95 0.57
H 1.63 3.17 0.45
H 4.49 1.97 1.58
H 3.10 0.73 1.20
H 3.38 2.80 3.70
H 2.80 1.01 3.58
H 0.56 1.54 2.57
H 0.97 3.47 2.50
H 1.43 2.63 5.35
H -0.10 1.52 4.83
H -5.16 1.65 3.61
C 0.27 0.58 7.99
O 1.04 1.71 7.63
H 0.04 0.01 7.09
H 0.84 -0.04 8.69
H -0.66 0.91 8.46
H 1.23 2.21 8.44
C -5.03 3.68 7.83
O -5.49 2.43 7.37
H -5.81 4.15 8.44
H -4.13 3.54 8.43
H -4.81 4.33 6.97
H -4.79 2.04 6.83
C -3.32 -1.20 -7.88
O -3.32 -1.65 -6.53
H -2.38 -0.67 -8.07
H -3.40 -2.05 -8.55
H -4.16 -0.51 -8.03
H -4.16 -2.11 -6.39
C -6.61 -0.86 -4.53
O -5.82 -1.94 -4.98
H -5.97 0.01 -4.37
H -7.37 -0.62 -5.28
H -7.09 -1.12 -3.58
H -6.41 -2.70 -5.10
C -2.72 2.06 -9.79
O -3.18 0.80 -10.25
H -3.49 2.53 -9.17
H -1.82 1.92 -9.18
H -2.50 2.70 -10.64
H -2.47 0.42 -10.79
C -0.29 -4.26 -3.91
O 0.86 -3.99 -3.12
H -0.89 -5.02 -3.40
H -0.88 -3.35 -4.03
H 0.02 -4.64 -4.88
H 1.37 -3.32 -3.60
C -4.28 -4.34 -0.29
O -3.84 -3.08 0.19
H -3.55 -4.72 -1.01
H -4.37 -5.04 0.54
H -5.25 -4.22 -0.79
H -4.51 -2.77 0.82
C 1.49 6.36 7.24
O 2.29 5.27 6.79
H 2.14 7.23 7.39
H 0.73 6.59 6.49
H 1.02 6.09 8.19
H 1.69 4.52 6.66
C 5.05 1.41 5.78
O 5.93 1.75 4.72
H 4.35 2.23 5.93
H 4.50 0.50 5.51
H 5.63 1.25 6.69
H 6.55 1.01 4.61
C 6.09 -2.69 1.61
O 4.81 -2.10 1.48
H 5.99 -3.66 2.10
H 6.53 -2.84 0.62
H 6.73 -2.05 2.22
H 4.94 -1.24 1.05
C 5.20 5.76 5.66
O 5.98 4.68 6.13
H 5.48 6.66 6.22
H 5.40 5.92 4.60
H 4.14 5.55 5.83
H 5.71 3.89 5.63
C -1.15 -5.28 -8.11
O -1.15 -5.97 -6.87
H -1.42 -4.23 -7.93
H -0.15 -5.32 -8.55
H -1.87 -5.73 -8.78
H -0.91 -6.89 -7.06
C 6.82 -1.13 -2.32
O 5.50 -1.13 -1.79
H 7.45 -0.50 -1.69
H 7.21 -2.15 -2.31
H 6.81 -0.74 -3.34
H 4.96 -1.69 -2.37
C -2.68 -8.25 -5.12
O -1.89 -9.33 -5.57
H -2.04 -7.38 -4.97
H -3.44 -8.02 -5.87
H -3.16 -8.52 -4.18
H -2.49 -10.09 -5.70
*
```

Atomic partial charges in e from the Mulliken method, atoms 1 to 6: atom 1 (C): -0.94, atom 2 (C): 0.63, atom 3 (O): -0.50, atom 4 (O): -0.35, atom 5 (C): -0.37, atom 6 (C): -0.14